1.
{"formula": "C7H14N2O4S", "method": "ωB97M-V with the def2-TZVPD basis set", "symbols": ["C", "C", "C", "C", "C", "C", "C", "H", "H", "H", "H", "H", "H", "H", "H", "H", "H", "H", "H", "H", "H", "N", "N", "O", "O", "O", "O", "S"], "positions_angstrom": [[0.809, -0.515, 2.157], [0.570, -0.152, 0.774], [1.489, -1.845, 2.225], [-1.208, 0.705, -0.965], [-1.624, -0.612, -1.783], [-0.147, 1.300, -1.946], [-0.833, 2.419, -2.786], [-0.857, -1.257, 2.936], [-0.134, -0.403, 4.035], [1.635, 0.146, 2.665], [1.034, -2.357, 3.039], [0.740, -2.383, 1.475], [3.610, -1.096, 0.844], [-1.216, 0.632, 1.292], [-2.003, 1.466, -0.813], [0.146, 0.260, -2.294], [1.216, 1.077, -0.462], [-1.897, 2.356, -3.246], [-0.172, 2.586, -3.647], [-0.807, 3.344, -1.978], [-1.447, -2.755, -1.629], [-0.490, -0.327, 2.988], [-0.777, 0.306, 0.368], [1.462, -0.541, 0.021], [-1.733, -0.734, -3.031], [0.962, 1.884, -1.333], [-1.745, -1.717, -0.966], [3.418, -1.790, 2.060]], "nbo_charge": [-0.18, 0.65, -0.51, -0.17, 0.78, 0.09, -0.64, 0.35, 0.37, 0.24, 0.23, 0.22, 0.19, 0.45, 0.24, 0.18, 0.49, 0.23, 0.23, 0.22, 0.51, -0.82, -0.63, -0.63, -0.59, -0.74, -0.70, -0.06], "gap_ev": 9.44, "lumo_energy_ev": -0.02}

2.
{"formula": "C7H14N2S2", "method": "ωB97M-V with the def2-TZVPD basis set", "symbols": ["C", "C", "C", "C", "C", "C", "C", "N", "N", "S", "S", "H", "H", "H", "H", "H", "H", "H", "H", "H", "H", "H", "H", "H", "H"], "positions_angstrom": [[-1.146, -0.764, 0.362], [-0.013, 1.347, 0.633], [1.240, -1.001, 0.130], [0.086, 2.821, 0.311], [2.279, -0.756, -0.869], [-2.367, 1.417, 0.321], [-0.007, -2.514, -1.103], [-1.119, 0.650, 0.300], [0.012, -1.451, -0.080], [-2.417, -1.708, 0.802], [1.860, -0.955, 1.739], [0.540, 0.905, 1.352], [-0.506, 2.982, -0.569], [1.173, 3.091, 0.077], [-0.368, 3.459, 1.099], [1.891, -0.287, -1.699], [2.880, -1.589, -1.086], [3.101, -0.109, -0.515], [-2.625, 1.600, -0.698], [-3.069, 0.644, 0.598], [-2.367, 2.351, 0.892], [0.580, -3.329, -0.829], [-0.971, -2.925, -1.289], [0.371, -2.030, -1.965], [0.964, -1.849, 2.086]], "nbo_charge": [0.23, 0.01, 0.03, -0.67, -0.68, -0.44, -0.39, -0.39, -0.47, -0.21, 0.04, 0.18, 0.22, 0.23, 0.22, 0.22, 0.22, 0.23, 0.20, 0.26, 0.21, 0.20, 0.24, 0.19, 0.14], "gap_ev": [7.12, 6.80], "lumo_energy_ev": [0.60, 0.32]}

3.
{"formula": "C7H14N3O", "method": "ωB97M-V with the def2-TZVPD basis set", "symbols": ["C", "C", "C", "C", "C", "C", "C", "N", "N", "N", "O", "H", "H", "H", "H", "H", "H", "H", "H", "H", "H", "H", "H", "H", "H"], "positions_angstrom": [[0.079, 1.998, 0.353], [-0.811, -2.373, -0.355], [-0.310, -1.453, -1.440], [0.180, -2.030, 0.867], [-0.300, 0.021, -1.122], [0.067, -0.509, 1.377], [0.505, 0.276, 0.113], [1.841, 0.299, -0.167], [-0.514, 2.293, 1.469], [0.396, 2.799, -0.593], [2.144, 0.969, -1.137], [-1.908, -2.137, -0.056], [-0.832, -3.467, -0.498], [0.726, -1.631, -1.721], [-0.867, -1.604, -2.279], [-0.003, -2.583, 1.758], [1.192, -2.089, 0.424], [0.064, 0.548, -1.993], [-1.427, 0.273, -0.864], [-0.836, -0.271, 1.725], [0.817, -0.447, 2.190], [-0.742, 1.539, 2.197], [-0.557, 3.268, 1.810], [0.782, 2.411, -1.522], [0.312, 3.899, -0.537]], "nbo_charge": [0.58, -0.40, -0.41, -0.37, -0.42, -0.44, 0.08, 0.13, -0.75, -0.75, -0.27, 0.20, 0.25, 0.20, 0.23, 0.23, 0.21, 0.24, 0.23, 0.20, 0.24, 0.45, 0.43, 0.47, 0.44], "gap_ev": [8.61, 8.61], "charge": 1, "lumo_energy_ev": [-4.86, -4.86], "smiles": "NC(=[NH2+])C1(N=O)CCCCC1"}

4.
{"formula": "C7H14NO2PS", "method": "ωB97M-V with the def2-TZVPD basis set", "symbols": ["C", "C", "C", "C", "C", "C", "C", "N", "O", "O", "P", "S", "H", "H", "H", "H", "H", "H", "H", "H", "H", "H", "H", "H", "H", "H"], "positions_angstrom": [[1.971, 1.893, -0.789], [3.002, 1.078, -0.511], [0.803, 2.564, -0.042], [0.713, -2.103, -0.904], [-2.484, 0.071, 1.510], [0.074, -0.733, -1.054], [-1.099, -0.543, 1.619], [-0.518, 1.833, 0.139], [1.519, 0.045, 1.186], [3.779, -1.313, 0.197], [0.044, 0.327, 0.474], [3.429, -0.111, 0.894], [1.982, 2.235, -1.825], [3.692, 0.858, -1.318], [1.163, 2.849, 0.952], [0.573, 3.480, -0.593], [0.178, -2.707, -0.176], [0.702, -2.628, -1.858], [1.745, -2.016, -0.577], [-3.162, -0.378, 2.233], [-2.420, 1.141, 1.690], [-2.888, -0.069, 0.510], [-0.980, -0.823, -1.330], [0.567, -0.160, -1.843], [-1.111, -1.608, 1.383], [-0.695, -0.420, 2.626]], "nbo_charge": [-0.15, -0.45, -0.30, -0.62, -0.61, -0.77, -0.75, -1.02, -1.10, -0.84, 2.02, 1.53, 0.22, 0.22, 0.19, 0.21, 0.20, 0.21, 0.22, 0.21, 0.24, 0.21, 0.23, 0.23, 0.23, 0.24], "gap_ev": 7.18, "lumo_energy_ev": -0.85}

5.
{"formula": "C7H14NO4P", "method": "ωB97M-V with the def2-TZVPD basis set", "symbols": ["C", "C", "C", "C", "C", "C", "C", "N", "O", "O", "O", "O", "P", "H", "H", "H", "H", "H", "H", "H", "H", "H", "H", "H", "H", "H", "H"], "positions_angstrom": [[0.081, -1.128, 1.070], [1.305, 1.750, 1.542], [1.225, 0.716, -2.475], [-1.213, -2.780, 1.873], [0.370, 1.655, 0.312], [1.066, -0.217, -1.284], [0.066, 0.252, -0.321], [-1.092, -1.609, 1.218], [-1.786, 1.798, -1.847], [-1.930, -0.768, -2.164], [1.127, -1.363, 1.614], [-2.750, 0.230, -0.055], [-1.646, 0.379, -1.260], [1.039, 2.508, 2.260], [2.401, 1.955, 1.236], [1.194, 0.726, 1.976], [1.180, 0.172, -3.410], [2.216, 1.441, -2.496], [0.395, 1.336, -2.500], [-1.186, -3.791, 1.262], [-0.383, -2.859, 2.662], [-2.263, -2.965, 2.391], [0.850, 2.338, -0.388], [-0.676, 1.949, 0.584], [2.033, -0.221, -0.756], [0.780, -1.089, -1.690], [-2.401, -0.414, 0.647]], "nbo_charge": [0.73, -0.64, -0.60, -0.37, -0.44, -0.47, -0.42, -0.76, -1.22, -1.21, -0.76, -1.09, 2.33, 0.18, 0.16, 0.25, 0.19, 0.14, 0.25, 0.13, 0.15, 0.14, 0.18, 0.23, 0.18, 0.22, 0.52], "gap_ev": 6.82, "charge": -2, "lumo_energy_ev": 6.22}

6.
{"formula": "C7H14NP", "method": "ωB97M-V with the def2-TZVPD basis set", "symbols": ["C", "C", "C", "C", "C", "C", "C", "N", "P", "H", "H", "H", "H", "H", "H", "H", "H", "H", "H", "H", "H", "H", "H"], "positions_angstrom": [[0.278, -0.191, 0.112], [-0.483, -1.311, 0.253], [-1.341, 1.686, -0.487], [-0.217, 1.167, 0.452], [1.725, -0.328, -0.401], [-0.255, -2.764, -0.083], [0.836, 2.256, 0.490], [-2.554, 0.887, -0.451], [-2.324, -0.534, 0.306], [-1.384, 2.718, -0.132], [-0.859, 1.718, -1.511], [-0.686, 1.236, 1.487], [1.861, -1.313, -0.845], [2.463, -0.287, 0.325], [1.708, 0.331, -1.213], [-1.102, -3.345, 0.240], [0.430, -3.129, 0.654], [-0.175, -2.985, -1.148], [1.014, 2.385, -0.611], [1.762, 2.085, 0.991], [0.327, 3.106, 0.783], [-3.321, -1.258, -0.365], [-2.566, -0.529, 1.748]], "nbo_charge": [0.07, -0.25, -0.19, -0.30, -0.65, -0.68, -0.59, -1.02, 1.18, 0.18, 0.16, 0.21, 0.21, 0.22, 0.22, 0.22, 0.24, 0.23, 0.19, 0.22, 0.21, 0.00, -0.08], "gap_ev": 8.61, "lumo_energy_ev": 0.79, "smiles": "CC1=C(C)[C@@H](C)CN=[PH2]1"}

7.
{"formula": "C7H14O", "method": "ωB97M-V with the def2-TZVPD basis set", "symbols": ["C", "C", "C", "C", "C", "C", "C", "H", "H", "H", "H", "H", "H", "H", "H", "H", "H", "H", "H", "H", "H", "O"], "positions_angstrom": [[2.754, 1.527, 1.694], [1.230, 1.448, 1.680], [0.662, 0.648, 0.510], [1.002, -0.664, 0.318], [0.290, -1.524, -0.628], [-1.089, -1.573, -0.581], [-1.900, -2.347, -1.592], [3.179, 0.547, 1.891], [3.140, 1.708, 0.705], [3.138, 2.180, 2.489], [0.867, 2.474, 1.553], [0.831, 1.091, 2.643], [-0.196, 1.084, 0.035], [1.722, -1.161, 0.975], [0.874, -2.034, -1.382], [-1.550, -1.249, 0.320], [-2.936, -1.996, -1.637], [-1.985, -3.429, -1.364], [-1.446, -2.245, -2.569], [-3.130, 2.340, -2.229], [-2.721, 1.106, -1.435], [-2.736, 2.070, -1.397]], "lowdin_spin": [0.02, 0.04, 0.16, 0.08, 0.15, 0.19, 0.09, 0.00, 0.00, 0.00, 0.00, 0.01, 0.02, 0.01, 0.02, 0.02, 0.01, 0.03, 0.00, 0.02, 0.03, 0.08], "gap_ev": [3.02, 7.67], "multiplicity": 2, "s_squared": 0.758, "charge": -1, "lumo_energy_ev": [3.98, 3.92]}

8.
{"formula": "C7H14O", "method": "ωB97M-V with the def2-TZVPD basis set", "symbols": ["C", "C", "C", "C", "C", "C", "C", "H", "H", "H", "H", "H", "H", "H", "H", "H", "H", "H", "H", "H", "H", "O"], "positions_angstrom": [[3.488, 0.496, 0.029], [2.334, -0.343, 0.551], [1.232, -0.175, -0.484], [-1.121, -0.500, -0.079], [-2.127, -1.710, 0.064], [-1.550, 0.715, -0.273], [-2.836, 1.407, 0.308], [3.182, 1.605, -0.221], [3.639, 0.112, -0.951], [4.394, 0.646, 0.554], [2.766, -1.410, 0.576], [2.094, -0.144, 1.610], [1.412, -0.498, -1.495], [0.946, 0.885, -0.457], [-3.058, -1.592, -0.447], [-2.338, -1.934, 1.158], [-1.826, -2.648, -0.401], [-1.133, 1.390, -1.060], [-3.026, 2.435, -0.061], [-2.891, 1.466, 1.339], [-3.690, 0.829, -0.186], [0.109, -1.034, -0.074]], "nbo_charge": [-0.61, -0.42, -0.08, 0.35, -0.67, -0.37, -0.62, 0.19, 0.20, 0.22, 0.20, 0.22, 0.19, 0.19, 0.21, 0.22, 0.23, 0.21, 0.21, 0.21, 0.20, -0.50], "gap_ev": 8.95, "lumo_energy_ev": 1.06, "smiles": "C/C=C(\\C)OCCC"}

9.
{"formula": "C7H14O", "method": "ωB97M-V with the def2-TZVPD basis set", "symbols": ["C", "C", "C", "O", "H", "H", "H", "H", "H", "H", "C", "C", "C", "C", "H", "H", "H", "H", "H", "H", "H", "H"], "positions_angstrom": [[2.050, 1.534, -0.265], [1.056, -0.815, 0.139], [1.644, 0.442, 0.703], [2.405, -0.717, 0.706], [2.811, 2.164, 0.189], [2.459, 1.101, -1.174], [1.094, -0.995, -0.928], [0.424, -1.441, 0.759], [-1.101, 0.252, -0.389], [1.187, 2.144, -0.521], [-2.643, -1.290, -0.064], [1.132, 0.932, 2.042], [-1.781, -0.439, -0.934], [-1.728, -0.495, -2.248], [-3.123, -2.077, -0.646], [-2.052, -1.747, 0.730], [1.882, 1.568, 2.512], [0.211, 1.501, 1.907], [0.935, 0.086, 2.701], [-3.418, -0.685, 0.414], [-2.271, -1.246, -2.802], [-1.173, 0.223, -2.830]], "nbo_charge": [-0.63, -0.14, 0.22, -0.50, 0.21, 0.22, 0.20, 0.19, 0.19, 0.21, -0.65, -0.63, -0.17, -0.41, 0.21, 0.21, 0.21, 0.21, 0.22, 0.22, 0.19, 0.20], "gap_ev": 10.68, "lumo_energy_ev": 0.92, "smiles": "CC1(C)CO1.C=CC"}

10.
{"formula": "C7H14O", "method": "ωB97M-V with the def2-TZVPD basis set", "symbols": ["C", "C", "C", "C", "C", "O", "H", "H", "H", "H", "H", "H", "H", "H", "H", "H", "C", "C", "H", "H", "H", "H"], "positions_angstrom": [[0.890, -1.706, 0.534], [1.230, 1.274, -0.010], [0.355, 0.915, -2.309], [0.286, -0.902, -0.576], [0.769, 0.389, -0.953], [-0.207, -1.757, -1.546], [-0.565, -1.256, -2.287], [1.465, -1.112, 1.239], [1.536, -2.482, 0.122], [0.094, -2.168, 1.132], [1.516, 2.274, -0.299], [1.631, 0.936, 0.935], [-0.561, 1.284, 0.983], [-0.734, 0.937, -2.427], [0.770, 0.302, -3.114], [0.708, 1.935, -2.450], [-1.441, 0.579, 1.231], [-1.482, 0.078, 2.516], [-0.583, -0.251, 3.017], [-2.373, 0.987, 0.847], [-0.900, -0.228, 0.349], [-2.406, -0.028, 3.067]], "nbo_charge": [-0.65, -0.47, -0.65, 0.23, -0.06, -0.69, 0.48, 0.22, 0.23, 0.22, 0.20, 0.20, 0.25, 0.21, 0.22, 0.23, -0.62, -0.36, 0.18, 0.22, 0.23, 0.19], "gap_ev": [7.50, 7.33], "lumo_energy_ev": [0.57, 0.22]}